Computed, not measured: an isolated ion of composition CH5O3Si and charge +1, with ωB97M-V/def2-TZVPD.

As for the frontier orbital gap: 9.67 eV. Its calculated total energy is -15124.55807 eV. Its total charge is +1. The HOMO energy is -15.84 eV.

CARTESIAN COORDINATES (ANGSTROEM)
1 C 1.325 -0.575 -0.079
2 O -1.388 -0.746 0.232
3 O -2.718 -0.603 0.462
4 O -3.189 0.557 -0.202
5 Si -0.327 0.313 -0.269
6 H 1.538 -0.834 1.009
7 H 1.476 -1.332 -0.944
8 H 2.223 0.029 -0.520
9 H -3.902 0.198 -0.862
10 H -0.468 1.563 -1.097

What are the Löwdin partial charges on each atom? They are as follows, in elementary charge units: atom 1 (C): -0.1882, atom 2 (O): -0.1749, atom 3 (O): -0.0744, atom 4 (O): -0.0162, atom 5 (Si): 0.9883, atom 6 (H): 0.0747, atom 7 (H): 0.0877, atom 8 (H): 0.0785, atom 9 (H): 0.1911, atom 10 (H): 0.0334

Computed, not measured: a 3-piece molecular cluster, CH5O4 overall, with ωB97M-V/def2-TZVPD.

As for the frontier orbital gap: 9.35 eV. Its calculated total energy is -9310.09981 eV. Its total charge is -1. The HOMO energy is -5.23 eV.

CARTESIAN COORDINATES (ANGSTROEM)
1 O -0.554 -1.129 -0.113
2 C -0.733 -0.308 0.790
3 O -0.741 0.948 0.655
4 H -0.929 -0.728 1.795
5 H 0.416 1.703 1.156
6 H 1.930 2.136 1.039
7 O 1.151 2.302 1.576
8 H 0.290 -1.606 -1.705
9 H 0.136 -2.722 -2.649
10 O 0.388 -1.799 -2.666

What are the Löwdin partial charges on each atom? They are as follows, in elementary charge units: atom 1 (O): -0.0871, atom 2 (C): -0.5775, atom 3 (O): -0.1127, atom 4 (H): 0.1019, atom 5 (H): -0.0342, atom 6 (H): -0.0097, atom 7 (O): -0.1690, atom 8 (H): -0.0097, atom 9 (H): 0.0046, atom 10 (O): -0.1066

Computed, not measured: a 2-piece molecular cluster, CH5O4PSi overall, with ωB97M-V/def2-TZVPD.

As for the frontier orbital gap: 7.49 eV. Its calculated total energy is -26477.18773 eV. Its total charge is -2. The HOMO energy is -0.65 eV.

CARTESIAN COORDINATES (ANGSTROEM)
1 C 2.261 -0.431 -0.033
2 O -3.507 -0.665 -0.775
3 O -2.631 -0.141 1.567
4 O -2.222 1.500 -0.350
5 O -0.491 -1.041 -0.428
6 Si 0.425 0.159 -0.096
7 P -2.624 0.145 0.109
8 H 2.576 -0.708 0.971
9 H 2.414 -1.296 -0.671
10 H 2.934 0.352 -0.376
11 H 0.331 0.880 1.197
12 H 0.536 1.246 -1.116

What are the Löwdin partial charges on each atom? They are as follows, in elementary charge units: atom 1 (C): -0.3043, atom 2 (O): -0.4357, atom 3 (O): -0.4325, atom 4 (O): -0.4441, atom 5 (O): -0.4860, atom 6 (Si): 0.1550, atom 7 (P): 0.1313, atom 8 (H): -0.0243, atom 9 (H): -0.0179, atom 10 (H): -0.0290, atom 11 (H): -0.0503, atom 12 (H): -0.0622

Computed, not measured: one molecule with the formula CH5O5PS, with ωB97M-V/def2-TZVPD.

As for the frontier orbital gap: 10.67 eV. Its calculated total energy is -31481.58412 eV. Its total charge is 0. The HOMO energy is -10.55 eV.

CARTESIAN COORDINATES (ANGSTROEM)
1 C -0.144 -1.655 -0.198
2 O -0.167 0.776 0.981
3 O 1.785 -0.094 -0.531
4 O 0.854 2.975 0.783
5 O -0.268 1.836 -1.312
6 O -1.699 2.943 0.574
7 P -0.466 2.204 0.256
8 S 1.031 -0.531 0.626
9 H 0.652 -2.408 -0.372
10 H -0.948 -2.024 0.505
11 H -0.285 -1.091 -1.168
12 H 0.620 3.937 0.691
13 H 0.661 1.620 -1.547

What are the Löwdin partial charges on each atom? They are as follows, in elementary charge units: atom 1 (C): -0.2199, atom 2 (O): -0.4684, atom 3 (O): -0.4862, atom 4 (O): -0.1368, atom 5 (O): -0.1380, atom 6 (O): -0.2417, atom 7 (P): 0.3337, atom 8 (S): 0.9663, atom 9 (H): 0.0449, atom 10 (H): 0.0840, atom 11 (H): 0.0777, atom 12 (H): 0.1070, atom 13 (H): 0.0774

Computed, not measured: a 2-piece molecular cluster, CH5OS overall, with ωB97M-V/def2-TZVPD.

As for the frontier orbital gap: 6.23 eV. Its calculated total energy is -14000.70440 eV. Its total charge is -1. The HOMO energy is -1.98 eV.

CARTESIAN COORDINATES (ANGSTROEM)
1 O -1.344 0.645 2.394
2 H -0.945 1.431 2.470
3 C 0.842 -1.187 -1.407
4 S 0.269 0.329 -0.673
5 H 1.798 -1.129 -2.130
6 H 1.242 -1.913 -0.786
7 H 0.012 -1.642 -1.929
8 H -0.713 -0.046 2.439

What are the Löwdin partial charges on each atom? They are as follows, in elementary charge units: atom 1 (O): -0.0483, atom 2 (H): -0.0523, atom 3 (C): -0.8336, atom 4 (S): 0.0201, atom 5 (H): 0.0274, atom 6 (H): -0.0676, atom 7 (H): -0.0410, atom 8 (H): -0.0047

Computed, not measured: a 2-piece molecular cluster, CH5P3 overall, with ωB97M-V/def2-TZVPD.

As for the frontier orbital gap (spin up / spin down): 7.25 / 8.49 eV. Its calculated total energy is -28980.36935 eV. Its total charge is 0. The HOMO energy (spin up / spin down) is -8.92 / -8.51 eV.

CARTESIAN COORDINATES (ANGSTROEM)
1 C -1.914 0.422 -0.073
2 P 1.944 -0.898 1.036
3 P 1.246 -0.043 -0.913
4 P 1.441 1.289 0.736
5 H -1.050 -0.062 0.413
6 H -2.068 0.298 -1.166
7 H -2.825 0.761 0.371
8 H 0.701 -1.553 1.274
9 H 2.525 -0.214 -1.677

What are the Löwdin partial charges on each atom? They are as follows, in elementary charge units: atom 1 (C): 0.0213, atom 2 (P): 0.2010, atom 3 (P): 0.1086, atom 4 (P): 0.1670, atom 5 (H): -0.1119, atom 6 (H): -0.0066, atom 7 (H): -0.0298, atom 8 (H): -0.2048, atom 9 (H): -0.1449

Computed, not measured: one molecule with the formula CH5PS, with ωB97M-V/def2-TZVPD.

As for the frontier orbital gap: 9.40 eV. Its calculated total energy is -21241.08823 eV. As for the SMILES: CPS. Its total charge is 0. The HOMO energy is -8.63 eV.

CARTESIAN COORDINATES (ANGSTROEM)
1 C -0.005 1.100 -0.454
2 P 0.402 -0.687 -0.512
3 S -0.239 -1.210 1.493
4 H -0.863 1.083 0.203
5 H -0.040 1.714 -1.328
6 H 0.762 1.509 0.360
7 H -0.648 -1.344 -1.577
8 H 0.632 -2.163 1.816

What are the Löwdin partial charges on each atom? They are as follows, in elementary charge units: atom 1 (C): -0.4704, atom 2 (P): 0.4031, atom 3 (S): 0.2777, atom 4 (H): -0.0245, atom 5 (H): 0.0163, atom 6 (H): 0.0726, atom 7 (H): -0.0485, atom 8 (H): -0.2262

Computed, not measured: a 2-piece molecular cluster, CH5PS2 overall, with ωB97M-V/def2-TZVPD.

As for the frontier orbital gap: 7.63 eV. Its calculated total energy is -32076.12878 eV. As for the SMILES: CP=S.S. Its total charge is 0. The HOMO energy is -8.87 eV.

CARTESIAN COORDINATES (ANGSTROEM)
1 C -1.984 0.045 -0.163
2 P -0.279 -0.214 -0.755
3 S 0.245 -1.879 0.069
4 H -1.999 0.565 0.804
5 H -2.391 -0.792 0.265
6 H -2.494 0.517 -0.858
7 S 4.315 0.146 -0.100
8 H 3.721 -1.049 -0.457
9 H 3.509 -0.161 0.948

What are the Löwdin partial charges on each atom? They are as follows, in elementary charge units: atom 1 (C): -0.4377, atom 2 (P): 0.3900, atom 3 (S): 0.0762, atom 4 (H): 0.0549, atom 5 (H): -0.0157, atom 6 (H): -0.0423, atom 7 (S): 0.4111, atom 8 (H): -0.2086, atom 9 (H): -0.2279